ORCA calculation (the ωB97M-V functional and the def2-TZVPD basis) on 9 unconnected molecules or ions with the total composition C21H46ClF9N11O18S at a distorted geometry.

Last column: Löwdin charge in e.
CARTESIAN COORDINATES (ANGSTROEM)
N (1.728, -0.840, 1.458)  0.22
C (0.444, -1.219, 1.180)  -0.32
N (0.135, -1.508, -0.108)  0.14
C (0.763, -0.686, -1.176)  -0.16
C (1.941, -1.369, -1.848)  -0.16
C (2.146, -0.848, -3.280)  -0.15
C (3.529, -0.292, -3.591)  -0.07
C (4.631, -1.315, -3.832)  -0.44
F (4.079, -2.495, -4.259)  0.11
F (5.482, -0.894, -4.804)  0.12
C (5.534, -1.792, -2.653)  -0.42
F (4.771, -2.465, -1.769)  0.11
F (6.461, -2.625, -3.150)  0.14
S (6.455, -0.439, -1.673)  0.76
F (7.834, -0.736, -2.355)  -0.10
F (6.774, -1.491, -0.541)  -0.12
F (5.067, -0.083, -0.964)  -0.16
F (6.132, 0.638, -2.785)  -0.12
F (7.128, 0.690, -0.809)  -0.11
N (-0.458, -1.303, 2.142)  0.00
C (-1.844, -1.632, 1.781)  -0.10
C (-2.002, -3.075, 1.260)  -0.14
C (-2.632, -3.134, -0.141)  -0.15
C (-1.748, -3.796, -1.189)  -0.27
O (-1.812, -2.979, -2.360)  -0.07
C (-0.134, -1.078, 3.544)  -0.13
C (0.206, 0.376, 3.821)  -0.77
O (-0.572, 1.294, 3.708)  0.07
Cl (1.854, 0.630, 4.398)  0.73
H (2.384, -1.183, 0.768)  0.11
H (2.064, -1.099, 2.377)  0.08
H (-0.864, -1.537, -0.263)  0.09
H (-0.007, -0.484, -1.906)  0.11
H (1.054, 0.271, -0.761)  0.12
H (2.840, -1.122, -1.295)  0.08
H (1.782, -2.440, -1.850)  0.12
H (1.845, -1.591, -4.006)  0.12
H (1.470, -0.009, -3.422)  0.12
H (3.800, 0.423, -2.830)  0.11
H (3.474, 0.267, -4.518)  0.14
H (-2.169, -0.914, 1.042)  0.10
H (-2.443, -1.466, 2.662)  0.12
H (-1.019, -3.535, 1.254)  0.11
H (-2.582, -3.619, 1.981)  0.08
H (-3.584, -3.645, -0.083)  0.12
H (-2.825, -2.132, -0.510)  0.10
H (-0.719, -3.839, -0.842)  0.10
H (-2.094, -4.801, -1.416)  0.11
H (-1.261, -3.391, -3.032)  0.04
H (0.677, -1.716, 3.877)  0.12
H (-1.002, -1.337, 4.131)  0.10
C (-1.231, 3.467, 0.377)  0.07
N (-1.118, 2.715, -0.896)  -0.43
O (-0.953, 3.304, -1.937)  0.08
O (-1.239, 1.503, -0.814)  0.03
H (-1.140, 4.526, 0.172)  0.10
H (-2.221, 3.195, 0.750)  0.07
H (-0.450, 3.115, 1.045)  0.10
C (-0.946, -6.833, -4.432)  0.06
N (-0.152, -5.998, -3.491)  -0.44
O (0.275, -6.508, -2.486)  0.09
O (0.021, -4.833, -3.802)  0.03
H (-1.011, -7.833, -4.024)  0.10
H (-1.924, -6.370, -4.526)  0.10
H (-0.430, -6.820, -5.387)  0.11
C (-5.593, 1.791, -0.245)  0.07
N (-4.610, 1.367, 0.784)  -0.43
O (-4.005, 2.223, 1.399)  0.05
O (-4.461, 0.178, 0.947)  0.06
H (-5.608, 2.867, -0.277)  0.09
H (-5.269, 1.366, -1.190)  0.11
H (-6.556, 1.381, 0.045)  0.11
C (9.708, 2.581, -0.194)  0.03
N (10.390, 3.814, 0.286)  -0.46
O (10.861, 3.803, 1.400)  0.07
O (10.419, 4.749, -0.481)  0.07
H (9.756, 1.836, 0.591)  0.09
H (8.684, 2.851, -0.426)  0.09
H (10.225, 2.251, -1.089)  0.10
C (-1.566, 0.562, 7.736)  0.07
N (-0.598, -0.524, 7.420)  -0.42
O (-0.340, -0.729, 6.249)  0.00
O (-0.128, -1.138, 8.343)  0.10
H (-1.892, 1.009, 6.806)  0.10
H (-2.391, 0.107, 8.275)  0.10
H (-1.049, 1.277, 8.368)  0.11
C (-2.893, 5.173, -4.545)  0.05
N (-4.118, 4.869, -3.756)  -0.45
O (-5.134, 4.598, -4.352)  0.07
O (-4.011, 4.909, -2.548)  0.04
H (-3.139, 5.096, -5.596)  0.10
H (-2.578, 6.177, -4.278)  0.10
H (-2.137, 4.451, -4.250)  0.09
C (-3.272, -4.338, 6.424)  0.07
N (-3.019, -3.357, 5.335)  -0.42
O (-2.705, -2.226, 5.636)  0.06
O (-3.140, -3.751, 4.194)  0.07
H (-3.123, -3.838, 7.372)  0.10
H (-4.293, -4.688, 6.309)  0.11
H (-2.573, -5.156, 6.286)  0.11
C (-6.022, 8.062, -1.825)  0.05
N (-5.343, 7.651, -0.566)  -0.46
O (-5.521, 6.517, -0.172)  0.05
O (-4.650, 8.475, -0.020)  0.07
H (-6.594, 7.220, -2.193)  0.09
H (-6.658, 8.909, -1.586)  0.10
H (-5.247, 8.359, -2.524)  0.10

- HOMO-LUMO gap: 9.96 eV
- LUMO level: -2.33 eV
- HOMO energy: -12.29 eV
- ΔE to the lowest compared entry with this formula, charge and spin: 0.0 kJ/mol
- Strongest force on any atom: 2.472 eV/A
- Net charge: +1